[1]
ORCA calculation (the ωB97M-V functional and the def2-TZVPD basis) on a 6-piece molecular cluster, C24H48O12S6 overall at a distorted geometry.

SMILES string: O=S1(=O)CCCC1.O=S1(=O)CCCC1.O=S1(=O)CCCC1.O=S1(=O)CCCC1.O=S1(=O)CCCC1.O=S1(=O)CCCC1
LUMO level in Ha: 0.013

```
! RIJCOSX wB97M-V def2-TZVPD def2/J DEFGRID3
* xyz 0 1
C 7.391 5.971 -14.263
C 6.981 4.737 -13.385
C 5.501 4.817 -13.067
S 5.240 6.577 -12.838
O 5.800 6.870 -11.544
O 3.919 7.034 -13.153
C 6.372 7.092 -14.111
H 7.470 5.611 -15.285
H 8.381 6.270 -13.924
H 7.531 4.753 -12.444
H 7.302 3.853 -13.930
H 5.197 4.311 -12.157
H 4.892 4.549 -13.935
H 6.791 8.044 -13.795
H 5.790 7.200 -15.025
C 0.748 4.875 -14.161
C 0.658 6.249 -13.461
C 0.830 7.380 -14.453
S 1.464 6.678 -15.980
O 2.738 7.253 -16.325
O 0.395 6.667 -16.947
C 1.703 5.019 -15.349
H -0.224 4.511 -14.485
H 1.225 4.162 -13.489
H 1.386 6.353 -12.658
H -0.306 6.272 -12.947
H 1.662 8.003 -14.120
H -0.002 8.034 -14.698
H 2.721 4.942 -14.971
H 1.519 4.363 -16.197
C 2.805 11.838 -10.502
C 3.368 11.740 -11.952
C 2.816 10.457 -12.556
S 1.244 10.113 -11.779
O 1.294 8.796 -11.188
O 0.190 10.491 -12.683
C 1.388 11.339 -10.501
H 2.903 12.855 -10.135
H 3.417 11.163 -9.897
H 4.450 11.676 -11.897
H 3.020 12.599 -12.528
H 3.465 9.628 -12.249
H 2.749 10.325 -13.634
H 0.945 10.939 -9.592
H 0.662 12.116 -10.761
C 0.937 6.526 -9.006
C -0.310 5.647 -8.777
C -1.542 6.453 -9.115
S -1.112 8.148 -8.657
O -1.755 8.448 -7.408
O -1.288 9.031 -9.770
C 0.657 7.880 -8.348
H 1.099 6.697 -10.071
H 1.809 6.068 -8.542
H -0.291 5.415 -7.704
H -0.220 4.671 -9.252
H -2.437 6.204 -8.553
H -1.723 6.478 -10.190
H 0.702 7.866 -7.263
H 1.149 8.673 -8.902
C 0.606 16.229 -10.180
C -0.467 15.138 -10.200
C -1.083 14.998 -8.800
S -0.043 15.950 -7.672
O 0.365 15.114 -6.577
O -0.617 17.238 -7.453
C 1.291 16.155 -8.823
H 0.127 17.213 -10.249
H 1.332 16.239 -10.991
H -0.028 14.185 -10.493
H -1.258 15.380 -10.908
H -1.085 13.970 -8.448
H -2.056 15.457 -8.633
H 1.883 15.237 -8.729
H 1.944 16.972 -8.527
C 0.513 12.237 -4.320
C 2.014 12.176 -4.188
C 2.503 12.832 -5.459
S 1.679 11.874 -6.726
O 2.457 10.669 -6.923
O 1.239 12.696 -7.827
C 0.209 11.608 -5.688
H 0.154 13.263 -4.422
H -0.077 11.753 -3.544
H 2.370 11.148 -4.097
H 2.415 12.707 -3.322
H 3.575 12.969 -5.578
H 2.046 13.818 -5.599
H -0.031 10.543 -5.702
H -0.577 12.091 -6.265
*
```



[2]
ORCA calculation (the ωB97M-V functional and the def2-TZVPD basis) on a 6-piece molecular cluster, C24H48O18 overall at a distorted geometry.

SMILES string: CCOC(=O)OC.CCOC(=O)OC.CCOC(=O)OC.CCOC(=O)OC.CCOC(=O)OC.CCOC(=O)OC
LUMO level in Ha: 0.018

```
! RIJCOSX wB97M-V def2-TZVPD def2/J DEFGRID3
* xyz 0 1
C -1.722 9.309 -3.429
C -3.105 8.701 -3.516
O -3.113 7.310 -3.225
C -2.981 6.431 -4.184
O -3.017 6.686 -5.371
O -2.798 5.216 -3.669
C -2.802 4.139 -4.573
H -1.309 9.039 -2.454
H -1.751 10.398 -3.440
H -1.014 8.987 -4.193
H -3.671 8.921 -4.419
H -3.688 9.137 -2.701
H -3.664 3.469 -4.496
H -1.877 3.574 -4.571
H -2.987 4.410 -5.618
C -0.649 -7.900 -3.405
C -2.057 -7.543 -2.960
O -2.247 -6.148 -3.115
C -1.822 -5.270 -2.224
O -1.266 -5.552 -1.192
O -2.058 -4.062 -2.692
C -1.990 -2.945 -1.770
H -0.473 -7.522 -4.411
H -0.520 -8.985 -3.441
H 0.097 -7.545 -2.697
H -2.201 -7.842 -1.917
H -2.816 -8.120 -3.482
H -1.867 -3.334 -0.762
H -2.956 -2.485 -1.970
H -1.144 -2.314 -2.026
C 1.112 -1.161 0.842
C -0.410 -1.186 1.012
O -1.094 -0.468 0.000
C -1.370 0.825 0.056
O -0.985 1.601 0.895
O -2.250 1.118 -0.904
C -2.870 2.392 -0.837
H 1.389 -0.110 0.948
H 1.388 -1.403 -0.183
H 1.473 -1.802 1.641
H -0.663 -0.820 2.011
H -0.810 -2.199 1.003
H -2.051 3.069 -0.584
H -3.708 2.595 -0.168
H -3.242 2.675 -1.820
C 3.904 -3.264 2.408
C 3.590 -3.549 0.940
O 4.221 -2.523 0.185
C 4.653 -2.711 -1.061
O 4.415 -3.646 -1.771
O 5.382 -1.679 -1.476
C 5.605 -0.519 -0.645
H 3.581 -4.123 2.995
H 3.512 -2.349 2.844
H 4.990 -3.254 2.541
H 2.517 -3.538 0.766
H 3.974 -4.550 0.749
H 6.264 0.055 -1.286
H 6.075 -0.787 0.300
H 4.650 -0.046 -0.427
C -1.313 4.054 3.003
C 0.005 4.337 2.324
O -0.200 5.407 1.387
C 0.832 5.808 0.670
O 1.979 5.493 0.874
O 0.432 6.600 -0.294
C 1.309 6.874 -1.351
H -1.535 4.765 3.802
H -1.231 3.081 3.488
H -2.150 4.072 2.310
H 0.374 3.457 1.794
H 0.847 4.610 2.965
H 2.341 7.097 -1.070
H 1.000 7.825 -1.793
H 1.380 6.164 -2.175
C -1.428 -3.649 3.502
C -0.789 -5.017 3.398
O -0.134 -5.325 4.643
C 0.970 -4.681 5.008
O 1.535 -3.835 4.358
O 1.329 -5.156 6.199
C 2.523 -4.625 6.732
H -0.680 -2.857 3.471
H -2.006 -3.491 4.412
H -2.123 -3.466 2.677
H -0.072 -5.114 2.583
H -1.548 -5.790 3.309
H 2.484 -3.541 6.854
H 3.382 -4.919 6.128
H 2.713 -4.979 7.745
*
```



[3]
ORCA calculation (the ωB97M-V functional and the def2-TZVPD basis) on a 10-piece molecular cluster, C24H48O34S8 overall at a distorted geometry.

SMILES string: O=S1(=O)OCCO1.O=S1(=O)OCCO1.O=S1(=O)OCCO1.O=S1(=O)OCCO1.O=S1(=O)OCCO1.O=S1(=O)OCCO1.O=S1(=O)OCCO1.O=S1(=O)OCCO1.C1CCOC1.C1CCOC1
LUMO level in Ha: -0.013

```
! RIJCOSX wB97M-V def2-TZVPD def2/J DEFGRID3
* xyz 0 1
C 16.603 -15.559 8.772
C 18.155 -15.375 8.765
C 18.450 -15.912 7.362
O 17.482 -15.338 6.570
C 16.201 -15.395 7.293
H 16.176 -14.934 9.557
H 16.216 -16.540 9.044
H 18.611 -15.788 9.664
H 18.425 -14.319 8.786
H 18.277 -16.986 7.286
H 19.467 -15.779 6.993
H 15.564 -16.218 6.970
H 15.558 -14.516 7.254
C 22.658 -9.012 5.580
C 21.945 -8.849 4.277
C 21.393 -10.252 4.055
O 21.227 -10.883 5.296
C 21.720 -10.009 6.285
H 22.686 -8.082 6.149
H 23.660 -9.426 5.470
H 22.746 -8.524 3.613
H 21.201 -8.055 4.213
H 22.146 -10.710 3.413
H 20.411 -10.136 3.598
H 22.293 -10.540 7.045
H 20.852 -9.442 6.623
C 13.479 -9.976 2.247
C 12.927 -10.365 0.832
O 11.567 -10.496 0.971
S 10.983 -9.735 2.300
O 9.891 -10.547 2.865
O 10.838 -8.273 2.049
O 12.376 -10.071 3.111
H 13.768 -8.926 2.217
H 14.240 -10.612 2.700
H 13.187 -11.377 0.523
H 13.132 -9.619 0.065
C 13.525 -12.912 -1.673
C 14.767 -12.112 -2.134
O 14.240 -11.205 -3.091
S 12.545 -10.947 -2.977
O 11.881 -11.293 -4.245
O 12.291 -9.645 -2.337
O 12.390 -12.064 -1.779
H 13.631 -13.320 -0.667
H 13.379 -13.794 -2.297
H 15.487 -12.674 -2.728
H 15.303 -11.684 -1.286
C 17.832 -12.088 3.686
C 16.636 -12.802 4.394
O 15.704 -12.880 3.345
S 16.332 -13.145 1.824
O 15.798 -12.264 0.796
O 16.455 -14.592 1.623
O 17.827 -12.593 2.400
H 18.842 -12.157 4.090
H 17.657 -11.014 3.627
H 16.348 -12.275 5.304
H 16.790 -13.830 4.721
C 20.390 -12.905 0.765
C 19.873 -11.703 -0.028
O 19.651 -12.069 -1.375
S 19.728 -13.674 -1.526
O 21.019 -14.177 -2.064
O 18.434 -14.182 -2.045
O 19.851 -13.972 0.075
H 20.053 -12.878 1.801
H 21.477 -12.963 0.716
H 20.541 -10.871 0.195
H 18.879 -11.402 0.301
C 16.020 -9.909 8.101
C 14.711 -10.622 7.776
O 14.453 -10.477 6.362
S 14.881 -8.968 5.978
O 13.841 -7.991 6.408
O 15.286 -8.841 4.575
O 16.091 -8.937 7.033
H 16.914 -10.533 8.085
H 15.881 -9.468 9.088
H 13.855 -10.109 8.214
H 14.552 -11.656 8.080
C 19.546 -16.011 3.065
C 20.746 -16.736 2.589
O 20.453 -18.115 2.778
S 18.874 -18.430 3.176
O 18.998 -18.855 4.557
O 18.257 -19.306 2.213
O 18.455 -16.887 2.969
H 19.331 -15.149 2.433
H 19.543 -15.732 4.118
H 21.667 -16.518 3.130
H 20.796 -16.599 1.509
C 16.139 -16.438 -1.503
C 15.374 -17.187 -0.373
O 15.370 -18.571 -0.683
S 15.319 -18.771 -2.299
O 13.995 -18.485 -2.825
O 15.993 -19.963 -2.767
O 16.349 -17.471 -2.461
H 17.120 -16.005 -1.306
H 15.464 -15.693 -1.926
H 14.352 -16.808 -0.388
H 15.679 -16.807 0.602
C 12.840 -18.395 3.709
C 13.396 -18.775 5.102
O 14.421 -17.884 5.421
S 14.284 -16.520 4.502
O 15.455 -16.389 3.641
O 13.950 -15.435 5.450
O 12.953 -17.024 3.682
H 11.780 -18.639 3.633
H 13.432 -18.840 2.910
H 13.727 -19.808 5.210
H 12.606 -18.625 5.838
*
```



[4]
ORCA calculation (the ωB97M-V functional and the def2-TZVPD basis) on C24H48O48S12 as an isolated structure at a distorted geometry.

LUMO level in Ha: 0.003

```
! RIJCOSX wB97M-V def2-TZVPD def2/J DEFGRID3
* xyz 0 1
C 1.428 0.098 1.188
C 1.368 0.373 -0.346
O 0.219 -0.326 -0.760
S -1.002 -0.272 0.332
O -1.706 -1.513 0.314
O -1.759 0.946 0.315
O 0.089 -0.243 1.564
H 1.681 0.955 1.810
H 2.109 -0.727 1.384
H 2.215 -0.242 -0.649
H 1.395 1.380 -0.753
C 0.225 5.956 -4.398
C 1.548 5.745 -5.119
O 2.443 5.185 -4.146
S 1.687 4.840 -2.746
O 1.904 5.914 -1.827
O 1.908 3.476 -2.400
O 0.190 4.968 -3.367
H -0.577 5.609 -5.051
H 0.006 6.962 -4.045
H 2.044 6.667 -5.418
H 1.443 5.054 -5.953
C 6.111 2.658 -3.489
C 7.014 2.100 -2.405
O 6.437 2.582 -1.198
S 4.817 2.813 -1.354
O 4.422 4.177 -1.083
O 4.087 1.739 -0.754
O 4.810 2.613 -2.956
H 6.304 2.155 -4.435
H 6.379 3.707 -3.654
H 7.954 2.625 -2.573
H 7.116 1.017 -2.422
C -4.707 2.308 3.462
C -3.770 2.581 2.286
O -4.457 2.186 1.112
S -6.042 2.517 1.327
O -6.828 1.587 0.587
O -6.185 3.921 1.065
O -6.007 2.205 2.890
H -4.609 3.026 4.272
H -4.494 1.320 3.879
H -2.783 2.138 2.389
H -3.625 3.664 2.207
C 1.968 4.064 1.473
C 0.636 4.554 1.993
O 0.757 4.694 3.419
S 1.599 3.404 3.915
O 0.743 2.245 3.963
O 2.394 3.709 5.049
O 2.520 3.300 2.573
H 2.713 4.840 1.319
H 1.784 3.383 0.645
H -0.171 3.828 1.860
H 0.217 5.463 1.567
C -1.371 -2.375 -2.997
C -1.643 -3.622 -3.843
O -0.737 -3.524 -4.941
S 0.617 -2.739 -4.489
O 1.002 -1.835 -5.509
O 1.511 -3.738 -3.988
O -0.058 -1.955 -3.239
H -1.438 -2.625 -1.939
H -2.124 -1.594 -3.128
H -2.605 -3.545 -4.345
H -1.567 -4.499 -3.202
C 2.754 -5.524 0.677
C 2.223 -6.246 -0.520
O 2.093 -5.280 -1.552
S 1.623 -3.841 -0.902
O 0.197 -3.774 -0.843
O 2.362 -2.686 -1.344
O 2.138 -4.230 0.622
H 3.824 -5.321 0.600
H 2.498 -6.011 1.614
H 1.283 -6.766 -0.324
H 2.935 -6.967 -0.923
C -4.120 5.623 -2.019
C -3.066 6.607 -1.616
O -1.858 5.831 -1.618
S -2.197 4.437 -0.789
O -2.327 4.731 0.609
O -1.407 3.362 -1.277
O -3.679 4.372 -1.493
H -4.260 5.545 -3.099
H -5.068 5.694 -1.480
H -3.252 6.936 -0.588
H -2.897 7.499 -2.210
C 7.851 -0.868 -0.195
C 8.037 -1.233 1.306
O 6.870 -2.011 1.523
S 5.640 -1.157 0.924
O 5.493 0.154 1.476
O 4.539 -2.022 0.681
O 6.491 -1.005 -0.491
H 8.492 -1.512 -0.807
H 8.300 0.104 -0.424
H 7.963 -0.311 1.887
H 8.972 -1.732 1.528
C -1.071 -2.579 3.365
C -1.749 -1.338 3.931
O -1.908 -1.796 5.290
S -2.496 -3.308 5.273
O -3.923 -3.315 5.127
O -1.905 -4.054 6.339
O -1.856 -3.680 3.832
H -0.054 -2.671 3.756
H -0.906 -2.645 2.292
H -2.752 -1.151 3.543
H -1.085 -0.481 3.988
C -5.709 -2.595 2.163
C -6.980 -2.503 1.343
O -6.570 -2.200 0.010
S -5.067 -1.651 -0.071
O -5.015 -0.320 -0.587
O -4.229 -2.667 -0.651
O -4.909 -1.583 1.548
H -5.221 -3.572 2.224
H -5.766 -2.248 3.195
H -7.646 -1.746 1.761
H -7.579 -3.411 1.275
C -1.851 -5.167 0.861
C -2.496 -5.909 -0.341
O -2.011 -7.259 -0.286
S -1.501 -7.591 1.206
O -0.362 -8.463 1.216
O -2.612 -7.859 2.055
O -0.971 -6.076 1.451
H -2.639 -4.870 1.569
H -1.441 -4.182 0.657
H -2.133 -5.455 -1.258
H -3.578 -5.932 -0.247
*
```



Calculated gap between HOMO and LUMO, 10.32; 11.05; 9.95; 10.65 eV (same order as the records).
Calculated energy relative to the best compared isomer or geometry (same formula, charge and spin), 0.000; 1.985; 5.432; 2.102 eV (same order as the records).
Calculated HOMO, -9.96; -10.55; -10.30; -10.58 eV (same order as the records).